(1)
This record from the OMol25 dataset describes a cluster of 2 separate species, C8H7O5PS in total in a non-equilibrium geometry. The level of theory is wB97M-V/def2-TZVPD.

Geometry (Å):
C: -0.1665 3.4829 -0.7803
C: -0.3756 2.2213 -0.5792
C: -0.4374 4.2014 0.3851
C: -0.8747 3.4737 1.4964
C: -1.0393 2.0873 1.4563
C: -0.7812 1.3136 0.3011
C: 0.5616 -2.0142 -0.8141
C: 0.7878 -3.4899 -0.9684
O: -0.5095 -2.1899 1.7960
O: 3.2973 -2.9093 -1.5735
O: -2.1640 -2.2568 -0.1315
O: 2.4791 -5.1546 -2.1097
O: 1.7180 -3.2492 -3.4243
P: -0.8441 -1.8459 0.3949
S: 2.2049 -3.7124 -2.1246
H: -0.3209 5.2849 0.4313
H: -1.0944 4.0004 2.4221
H: -1.3789 1.5704 2.3482
H: 1.4564 -1.5314 -0.4248
H: 0.2868 -1.5676 -1.7677
H: 1.0658 -3.9730 -0.0336
H: -0.0562 -4.0000 -1.4264

- F_max: 0.0352 Eh/bohr
- Gap between HOMO and LUMO (spin up / spin down): 7.434 / 7.434 eV
- Total charge: -2
- E_LUMO (spin up / spin down): 5.54 / 5.54 eV

***

(2)
This record from the OMol25 dataset describes a structure of composition C30H25GeN3O2Pd in a non-equilibrium geometry. The level of theory is wB97M-V/def2-TZVPD.

Geometry (Å):
Pd: -0.4580 1.0963 1.5172
O: 1.1351 -3.1063 1.4717
C: 2.4131 -2.7927 1.7206
C: 3.3796 -3.7616 1.4472
C: 4.7119 -3.4997 1.6769
C: 5.1246 -2.2690 2.1929
C: 4.1905 -1.2955 2.4496
C: 2.8270 -1.5295 2.2043
C: 1.8613 -0.4496 2.3546
O: 0.5993 -0.6768 2.2760
N: 2.3442 0.7843 2.5818
N: 1.4374 1.7136 2.5216
C: 1.5439 2.9531 2.8246
C: 0.3617 3.7906 2.6919
C: 0.3687 5.1210 3.0979
C: -0.7955 5.8639 3.0178
C: -1.9450 5.2624 2.5268
C: -1.8791 3.9397 2.1293
N: -0.7611 3.2185 2.2109
H: 0.5750 -2.3458 1.7131
H: 3.0452 -4.7147 1.0593
H: 5.4478 -4.2581 1.4435
H: 6.1727 -2.0860 2.3845
H: 4.4826 -0.3323 2.8419
H: 2.4673 3.3685 3.2143
H: 1.2827 5.5504 3.4851
H: -0.8093 6.8954 3.3420
H: -2.8758 5.8055 2.4501
H: -2.7513 3.4370 1.7325
C: 1.7050 -0.1738 -1.0936
Ge: -0.1715 0.3286 -0.7297
C: -0.9040 1.4333 -2.1717
C: -0.0922 1.8597 -3.2196
C: -0.6379 2.5858 -4.2664
C: -1.9871 2.9145 -4.2557
C: -2.7996 2.4987 -3.2086
C: -2.2592 1.7644 -2.1659
C: -1.3756 -1.2462 -0.5030
C: -2.0995 -1.3547 0.6663
C: -2.9326 -2.4565 0.9216
C: -3.0404 -3.4494 -0.0103
C: -2.3423 -3.3702 -1.2367
C: -2.4603 -4.3833 -2.2156
C: -1.8004 -4.2886 -3.4088
C: -0.9962 -3.1667 -3.6813
C: -0.8542 -2.1749 -2.7514
C: -1.5084 -2.2482 -1.4989
H: 1.7658 -0.6727 -2.0605
H: 2.0767 -0.8547 -0.3293
H: 2.3423 0.7111 -1.1086
H: 0.9624 1.6087 -3.2294
H: -0.0088 2.9005 -5.0886
H: -2.4058 3.4986 -5.0644
H: -3.8531 2.7459 -3.2108
H: -2.8993 1.4219 -1.3596
H: -2.0400 -0.5801 1.4319
H: -3.4766 -2.5192 1.8548
H: -3.6735 -4.3079 0.1762
H: -3.0877 -5.2395 -2.0001
H: -1.8987 -5.0723 -4.1478
H: -0.4927 -3.0919 -4.6363
H: -0.2511 -1.3038 -2.9781

- F_max: 0.0483 Eh/bohr
- Gap between HOMO and LUMO (spin up / spin down): 5.463 / 5.547 eV
- Total charge: +1
- E_LUMO (spin up / spin down): -5.25 / -5.16 eV
- Energy relative to the best compared isomer or geometry (same formula, charge and spin): 0.000 eV
- Spin multiplicity: 2

***

(3)
This record from the OMol25 dataset describes a cluster of 2 separate species, C3H10N2O2 in total. The level of theory is wB97M-V/def2-TZVPD.

Geometry (Å):
C: -1.7484 -1.4291 -0.7461
C: -0.9007 -0.1668 -0.7229
O: -1.2941 0.8996 -1.1553
N: 0.3560 -0.3383 -0.2484
C: 1.3235 0.7380 -0.1373
N: 2.6468 0.1773 -0.1339
H: -1.1056 -2.2577 -1.0585
H: -2.1385 -1.6488 0.2544
H: -2.4921 -1.3412 -1.5209
H: 0.5732 -1.1566 0.3158
H: 1.0984 1.4396 -0.9230
H: 1.1774 1.3294 0.7767
H: 2.9676 -0.1064 -1.0421
H: 3.2948 0.7182 0.4068
O: -1.0896 1.0539 2.3606
H: -1.1772 0.3207 1.7322
H: -1.4917 1.7681 1.8422

- F_max: 0.0183 Eh/bohr
- Gap between HOMO and LUMO: 10.196 eV
- Total charge: 0
- E_LUMO: 0.78 eV
- Energy relative to the best compared isomer or geometry (same formula, charge and spin): 0.716 eV
- SMILES: CC(=O)NCN.O

***

(4)
This record from the OMol25 dataset describes the molecule C5H7NO in a non-equilibrium geometry. The level of theory is wB97M-V/def2-TZVPD.

Geometry (Å):
C: -1.3325 -1.3526 -0.0314
C: -0.5022 -0.1607 0.4695
C: -1.0744 1.0902 -0.0528
N: -1.4881 2.0888 -0.4684
C: 0.9607 -0.3154 0.1107
C: 1.8686 0.6062 -0.2238
O: 1.7361 1.9388 -0.3605
H: -2.3811 -1.2487 0.2608
H: -0.9390 -2.2755 0.4048
H: -1.2700 -1.4310 -1.1205
H: -0.6057 -0.1052 1.5627
H: 1.3301 -1.3333 0.1579
H: 2.8921 0.2965 -0.4234
H: 0.8054 2.2017 -0.2856

- F_max: 0.0214 Eh/bohr
- Gap between HOMO and LUMO: 10.050 eV
- Total charge: 0
- E_LUMO: 0.80 eV
- Energy relative to the best compared isomer or geometry (same formula, charge and spin): 1.080 eV
- SMILES: C[C@H](C#N)/C=C\O

***

(5)
This record from the OMol25 dataset describes a structure of composition C4H2CaF12Mn2N4O16S4 in a non-equilibrium geometry. The level of theory is wB97M-V/def2-TZVPD.

Geometry (Å):
Ca: 1.8691 1.0010 0.3414
Mn: -0.9766 -1.7599 -0.2449
Mn: 1.8261 -2.9975 0.8768
C: 0.5103 -0.4611 -4.1723
F: 1.5279 0.2655 -4.1961
F: -0.1179 -0.2325 -5.3115
F: 0.7210 -1.7435 -3.9146
S: -0.5774 0.2991 -2.6867
O: 0.3669 0.7218 -1.6418
O: -1.3059 1.4667 -3.1987
N: -1.4140 -1.1055 -2.0184
S: -2.7489 -1.2335 -2.9565
O: -2.5351 -0.9740 -4.3868
O: -3.2564 -2.5100 -2.5576
C: -4.0421 0.0826 -2.3724
F: -5.2162 -0.4463 -2.1024
F: -3.6567 0.5215 -1.2145
F: -4.2371 1.0290 -3.3288
C: -2.0996 2.7710 0.9286
F: -1.6928 2.6730 -0.3509
F: -1.6038 3.9739 1.3823
F: -3.4328 2.6817 1.0489
S: -1.3191 1.2491 1.9281
O: -2.0802 1.1219 3.1512
O: -1.5257 0.1158 0.9947
N: 0.3897 1.6604 1.8464
S: 0.7141 2.3835 3.2213
O: 1.9760 3.1361 3.0670
O: -0.3434 3.1682 3.7935
C: 1.0839 0.9751 4.6277
F: 2.4307 0.7954 4.6440
F: 0.7167 1.5101 5.8238
F: 0.6020 -0.2300 4.3497
O: 0.7715 -1.0501 0.6386
H: 0.5056 -0.4798 1.3860
O: 0.0588 -3.5690 0.0045
H: -0.2486 -4.4954 -0.0390
N: 3.2290 -1.5176 -1.6216
O: 2.7729 -2.3822 -0.8464
O: 3.8985 -1.9040 -2.5874
O: 2.9293 -0.4206 -1.4163
N: 3.9003 -1.0364 2.2647
O: 3.2613 -2.0491 2.1304
O: 3.3755 0.0397 1.8848
O: 4.9932 -1.0440 2.8309

- F_max: 0.1477 Eh/bohr
- Gap between HOMO and LUMO (spin up / spin down): 9.146 / 8.895 eV
- Total charge: 0
- E_LUMO (spin up / spin down): -1.25 / -1.62 eV
- Energy relative to the best compared isomer or geometry (same formula, charge and spin): 2.479 eV
- Spin multiplicity: 11

***

(6)
This record from the OMol25 dataset describes a cluster of 8 separate species, C30H76O24S6 in total in a non-equilibrium geometry. The level of theory is wB97M-V/def2-TZVPD.

Geometry (Å):
C: 1.7054 -0.6565 0.6170
C: 1.3315 -0.6526 -0.8458
O: 1.1698 0.6986 -1.2581
S: -0.2386 0.9710 -2.1067
C: -1.4047 1.2897 -0.7115
O: -0.2148 2.2136 -2.8779
O: -0.6152 -0.2757 -2.7555
H: 1.9701 -1.6131 1.0674
H: 0.8588 -0.2044 1.1337
H: 2.5431 0.0205 0.7845
H: 2.1469 -1.2374 -1.2716
H: 0.4044 -1.2255 -0.8641
H: -2.0912 0.4437 -0.7460
H: -2.0348 2.1287 -1.0068
H: -0.8489 1.4698 0.2087
C: -5.0617 3.0849 -2.8294
C: -5.2426 2.8871 -4.4180
O: -4.8085 1.6545 -4.6742
S: -3.9311 1.3511 -6.0695
C: -2.2077 1.9128 -5.4269
O: -3.8365 -0.1180 -6.1969
O: -4.4222 2.1641 -7.1847
H: -5.5033 2.2892 -2.2294
H: -5.3825 4.0392 -2.4117
H: -4.0187 3.0186 -2.5198
H: -6.3098 3.0070 -4.6047
H: -4.6940 3.6804 -4.9258
H: -1.9650 1.4443 -4.4731
H: -2.2319 3.0013 -5.3752
H: -1.5149 1.5948 -6.2060
C: 4.5084 6.9161 0.8008
C: 4.3141 5.5409 0.1876
O: 4.0490 4.5961 1.2286
S: 3.0328 3.2799 0.8738
C: 3.9961 2.4983 -0.5161
O: 2.9977 2.4378 2.0333
O: 1.7919 3.8145 0.3232
H: 5.1255 6.8228 1.6944
H: 3.5333 7.3288 1.0595
H: 5.1610 7.5424 0.1924
H: 3.4997 5.6269 -0.5317
H: 5.1155 5.2223 -0.4791
H: 3.4661 1.5612 -0.6864
H: 5.0151 2.4021 -0.1413
H: 4.1110 3.1276 -1.3987
C: -2.8732 4.6964 1.4430
C: -1.6751 5.1613 0.5080
O: -2.0739 4.9696 -0.8377
S: -1.5250 6.0088 -2.0146
C: 0.2619 5.7329 -1.8919
O: -1.9941 5.4841 -3.3018
O: -1.8496 7.4063 -1.6913
H: -3.0216 3.6173 1.4041
H: -3.7777 5.2024 1.1055
H: -2.7284 4.9399 2.4955
H: -1.5504 6.2387 0.6166
H: -0.7187 4.6735 0.6965
H: 0.4082 4.6529 -1.8695
H: 0.5118 6.0860 -0.8915
H: 0.7660 6.4102 -2.5812
C: -2.8924 -3.1212 -5.7729
C: -2.4028 -4.5485 -5.8723
O: -2.6390 -5.2833 -4.6958
S: -1.5120 -5.5027 -3.4607
C: -0.9179 -3.8052 -3.0220
O: -2.1991 -6.1575 -2.3373
O: -0.3696 -6.1711 -4.0799
H: -2.4360 -2.6567 -4.8988
H: -3.9595 -3.1418 -5.5518
H: -2.5876 -2.4917 -6.6090
H: -3.0643 -4.9936 -6.6155
H: -1.4124 -4.6259 -6.3210
H: -0.4416 -3.2769 -3.8479
H: -0.3333 -3.8321 -2.1024
H: -1.7979 -3.2667 -2.6704
C: 1.3646 -1.6225 4.4045
C: 0.1703 -1.3458 5.2768
O: 0.4568 -0.3171 6.1830
S: -0.8468 0.6064 6.8314
C: -1.1566 -0.4102 8.3348
O: -0.4525 1.9305 7.3087
O: -1.9749 0.5610 5.9264
H: 1.0844 -2.1027 3.4669
H: 2.1165 -2.2439 4.8909
H: 1.8192 -0.7238 3.9875
H: -0.6159 -0.9259 4.6493
H: -0.2170 -2.2284 5.7859
H: -2.0108 0.0568 8.8251
H: -0.2264 -0.2439 8.8782
H: -1.3401 -1.4647 8.1288
C: 5.3163 -1.3925 0.6242
O: 4.7415 -2.6607 0.9281
C: 5.0079 -3.5380 -0.1855
C: 4.4320 -4.9581 0.0934
O: 5.1454 -5.5091 1.2263
C: 4.5320 -6.7621 1.6037
C: 5.0760 -7.1166 3.0159
O: 4.3668 -6.4209 4.0594
C: 4.5257 -4.9890 4.0136
H: 6.3772 -1.4579 0.3829
H: 5.2198 -0.6621 1.4275
H: 4.8540 -1.1540 -0.3337
H: 6.0627 -3.5497 -0.4600
H: 4.5221 -3.1318 -1.0727
H: 4.5388 -5.5164 -0.8367
H: 3.3559 -4.9292 0.2642
H: 4.7881 -7.5670 0.9148
H: 3.4462 -6.6702 1.5784
H: 6.1573 -7.2500 3.0506
H: 4.7314 -8.1351 3.1949
H: 4.0153 -4.5097 3.1782
H: 5.5663 -4.6669 3.9745
H: 4.1155 -4.5054 4.9001
C: -0.2419 2.5260 3.0204
O: -0.8127 1.2462 2.8131
C: -2.2045 1.1084 2.6363
C: -2.5648 -0.3667 2.4628
O: -3.2103 -0.6876 1.2628
C: -3.3251 -2.0843 0.9730
C: -4.0065 -2.2877 -0.3949
O: -3.2557 -1.6026 -1.4285
C: -3.9473 -1.4649 -2.6620
H: 0.6696 2.4512 3.6135
H: -0.8981 3.1612 3.6154
H: 0.1746 3.0897 2.1856
H: -2.4715 1.7608 1.8049
H: -2.7436 1.4450 3.5218
H: -3.2797 -0.6068 3.2498
H: -1.6910 -1.0026 2.6055
H: -3.8760 -2.6111 1.7521
H: -2.3385 -2.5233 0.8246
H: -5.0509 -1.9795 -0.4431
H: -3.8592 -3.3529 -0.5734
H: -4.8398 -0.8486 -2.5542
H: -4.3737 -2.3879 -3.0548
H: -3.3824 -0.9604 -3.4458

- F_max: 0.1031 Eh/bohr
- Gap between HOMO and LUMO: 9.691 eV
- Total charge: 0
- E_LUMO: -0.01 eV
- Energy relative to the best compared isomer or geometry (same formula, charge and spin): 3.933 eV
- SMILES: CCOS(C)(=O)=O.CCOS(C)(=O)=O.CCOS(C)(=O)=O.CCOS(C)(=O)=O.CCOS(C)(=O)=O.CCOS(C)(=O)=O.COCCOCCOC.COCCOCCOC